Entry 1:
Entry from OMol25: a cluster of 2 separate species, C10H16O in total (ωB97M-V/def2-TZVPD).

Summary:
* relative energy (zero: lowest compared OMol25 entry of this formula, charge and spin): 2.389 eV
* E_HOMO: -8.39 eV
* SMILES string: CCc1ccc(O)cc1.CC
* gap between HOMO and LUMO: 9.347 eV
* E: -12675.33612 eV

Structure (ORCA input):
```
! RIJCOSX wB97M-V def2-TZVPD def2/J DEFGRID3
* xyz 0 1
C -2.692 -0.618 -2.518
C -1.965 0.660 -2.907
H -2.314 -1.108 -1.566
H -3.681 -0.381 -2.041
H -2.780 -1.379 -3.298
H -1.627 0.706 -3.941
H -2.546 1.589 -2.935
H -1.130 0.761 -2.189
C 0.736 0.461 3.063
C 1.962 -0.312 3.518
C 0.601 0.384 1.529
C 1.252 1.336 0.748
C 0.152 -0.844 1.125
C 1.401 1.085 -0.583
C 0.193 -1.093 -0.284
C 0.738 -0.088 -1.076
O 0.969 -0.306 -2.422
H -0.109 -0.126 3.396
H 0.601 1.524 3.498
H 1.826 -1.249 4.060
H 1.720 2.227 1.216
H -0.502 -1.497 1.743
H 2.031 1.516 -1.409
H -0.292 -1.928 -0.725
H 0.261 -0.828 -2.813
H 2.655 0.248 4.139
H 2.541 -0.739 2.671
*
```

---

Entry 2:
Entry from OMol25: a cluster of 2 separate species, C10H16O in total (ωB97M-V/def2-TZVPD).

Summary:
* relative energy (zero: lowest compared OMol25 entry of this formula, charge and spin): 3.635 eV
* E_HOMO: -8.31 eV
* SMILES string: CCc1ccc(O)cc1.CC
* gap between HOMO and LUMO: 9.198 eV
* E: -12674.09015 eV

Structure (ORCA input):
```
! RIJCOSX wB97M-V def2-TZVPD def2/J DEFGRID3
* xyz 0 1
C 0.727 0.900 2.026
C 2.003 1.749 2.319
C 0.210 1.096 0.636
C 0.992 1.019 -0.516
C -1.193 1.213 0.676
C 0.258 0.975 -1.685
C -1.930 1.525 -0.466
C -1.224 1.396 -1.615
O -1.864 1.532 -2.868
H 1.100 -0.089 2.202
H 0.015 1.187 2.829
H 2.718 1.460 1.687
H 2.157 0.692 -0.297
H -1.764 1.121 1.546
H 0.456 0.913 -2.690
H -3.022 1.750 -0.354
H -2.348 2.262 -2.855
H 2.384 1.340 3.265
H 1.748 2.801 2.127
C -0.471 -3.253 -1.463
C -0.013 -2.981 -0.034
H 0.359 -3.521 -2.127
H -1.113 -4.053 -1.519
H -0.857 -2.397 -1.961
H -0.582 -3.091 0.806
H 0.288 -1.958 0.116
H 0.965 -3.586 0.217
*
```

---

Entry 3:
Entry from OMol25: a cluster of 2 separate species, C10H16O in total (ωB97M-V/def2-TZVPD).

Summary:
* relative energy (zero: lowest compared OMol25 entry of this formula, charge and spin): 1.353 eV
* E_HOMO: -8.42 eV
* SMILES string: CCc1ccc(O)cc1.CC
* gap between HOMO and LUMO: 9.284 eV
* E: -12676.37211 eV

Structure (ORCA input):
```
! RIJCOSX wB97M-V def2-TZVPD def2/J DEFGRID3
* xyz 0 1
C 2.522 -2.010 0.509
C 3.887 -1.743 -0.101
C 1.491 -1.064 -0.066
C 1.575 0.284 0.273
C 0.509 -1.559 -0.903
C 0.760 1.190 -0.398
C -0.323 -0.634 -1.554
C -0.073 0.713 -1.387
O -0.923 1.505 -2.163
H 2.274 -3.039 0.242
H 2.560 -1.950 1.599
H 3.926 -1.486 -1.160
H 2.187 0.492 1.140
H 0.461 -2.600 -1.186
H 0.833 2.248 -0.175
H -1.100 -0.943 -2.235
H -0.649 2.427 -2.072
H 4.530 -2.642 -0.124
H 4.573 -1.025 0.362
C -4.288 1.658 1.446
C -2.905 1.231 0.929
H -4.238 2.241 2.364
H -4.772 2.414 0.807
H -5.020 0.853 1.454
H -2.144 1.766 1.491
H -2.836 1.511 -0.122
H -2.819 0.161 1.030
*
```

---

Entry 4:
Entry from OMol25: a cluster of 2 separate species, C10H16O in total (ωB97M-V/def2-TZVPD).

Summary:
* relative energy (zero: lowest compared OMol25 entry of this formula, charge and spin): 1.785 eV
* E_HOMO: -8.75 eV
* SMILES string: Cc1ccc(O)cc1.CCC
* gap between HOMO and LUMO: 9.656 eV
* E: -12675.93945 eV

Structure (ORCA input):
```
! RIJCOSX wB97M-V def2-TZVPD def2/J DEFGRID3
* xyz 0 1
C -0.489 -2.753 0.675
C -0.387 -0.272 0.443
C -1.103 -1.447 0.217
C -0.943 0.928 0.068
C -2.218 0.963 -0.502
C -2.237 -1.471 -0.553
C -2.711 -0.222 -1.058
O -2.864 2.172 -0.699
H 0.636 -0.230 0.783
H -0.501 1.880 0.359
H -1.161 -3.596 0.516
H -0.358 -2.744 1.756
H -2.686 -2.368 -0.956
H -3.628 2.080 -0.122
H -3.666 -0.160 -1.567
H 0.494 -2.961 0.264
C 4.130 0.971 0.348
C 3.505 0.336 -0.921
C 3.316 0.622 1.580
H 5.102 0.437 0.411
H 4.256 2.052 0.152
H 3.676 -0.737 -0.855
H 2.598 1.330 1.994
H 2.770 -0.296 1.295
H 3.918 0.392 2.457
H 2.517 0.799 -0.937
H 3.920 0.656 -1.889
*
```

---

Entry 5:
Entry from OMol25: a cluster of 2 separate species, C10H16O in total (ωB97M-V/def2-TZVPD).

Summary:
* relative energy (zero: lowest compared OMol25 entry of this formula, charge and spin): 1.034 eV
* E_HOMO: -8.65 eV
* SMILES string: Cc1ccc(O)cc1.CCC
* gap between HOMO and LUMO: 9.565 eV
* E: -12676.69088 eV

Structure (ORCA input):
```
! RIJCOSX wB97M-V def2-TZVPD def2/J DEFGRID3
* xyz 0 1
C 2.483 -0.826 -0.541
C 3.231 -0.324 0.700
C 1.335 -1.767 -0.146
H 2.045 0.007 -1.088
H 3.122 -1.412 -1.200
H 3.407 0.747 0.634
H 4.211 -0.759 0.837
H 1.655 -2.647 0.412
H 0.566 -1.203 0.375
H 2.676 -0.536 1.614
H 0.889 -2.170 -1.053
C -1.714 1.795 -2.250
C -0.812 1.678 0.102
C -1.648 1.140 -0.876
C -0.793 1.097 1.361
C -2.267 -0.084 -0.662
C -1.444 -0.117 1.560
C -2.210 -0.722 0.577
O -1.379 -0.656 2.848
H -0.274 2.599 -0.076
H -0.277 1.439 2.250
H -0.759 1.648 -2.756
H -1.857 2.862 -2.100
H -2.862 -0.505 -1.460
H -2.610 -1.715 0.732
H -2.275 -0.867 3.090
H -2.440 1.299 -2.888
*
```

---

Entry 6:
Entry from OMol25: a cluster of 2 separate species, C10H16O in total (ωB97M-V/def2-TZVPD).

Summary:
* relative energy (zero: lowest compared OMol25 entry of this formula, charge and spin): 3.178 eV
* E_HOMO: -8.10 eV
* SMILES string: Cc1ccc(O)cc1.CCC
* gap between HOMO and LUMO: 8.847 eV
* E: -12674.54706 eV

Structure (ORCA input):
```
! RIJCOSX wB97M-V def2-TZVPD def2/J DEFGRID3
* xyz 0 1
C -2.693 0.054 0.938
C -2.248 1.438 0.434
C -1.517 -0.729 1.715
H -3.515 0.352 1.721
H -3.153 -0.608 0.262
H -1.203 1.375 -0.101
H -0.758 -0.837 0.829
H -1.055 -0.330 2.585
H -2.008 2.073 1.296
H -2.883 1.791 -0.292
H -1.846 -1.681 1.929
C 2.468 2.167 -0.544
C 0.105 -0.661 -1.418
C 0.736 -1.868 -0.958
C 0.627 0.575 -1.184
C 1.891 0.747 -0.499
C 1.924 -1.764 -0.221
C 2.583 -0.468 -0.120
O -0.104 -2.878 -1.121
H -0.778 -0.722 -1.958
H -0.027 1.365 -1.430
H 2.316 -2.627 0.150
H 0.002 -3.762 -0.869
H 3.389 2.076 -0.005
H 1.537 2.725 -0.081
H 3.523 -0.375 0.505
H 2.689 2.571 -1.563
*
```

---

Entry 7:
Entry from OMol25: a cluster of 2 separate species, C10H16O in total (ωB97M-V/def2-TZVPD).

Summary:
* relative energy (zero: lowest compared OMol25 entry of this formula, charge and spin): 1.095 eV
* E_HOMO: -8.45 eV
* SMILES string: CCc1ccc(O)cc1.CC
* gap between HOMO and LUMO: 9.270 eV
* E: -12676.62969 eV

Structure (ORCA input):
```
! RIJCOSX wB97M-V def2-TZVPD def2/J DEFGRID3
* xyz 0 1
C 2.881 -0.400 -0.240
C 3.314 0.108 -1.662
H 3.635 -0.156 0.527
H 1.941 0.035 0.005
H 2.778 -1.484 -0.268
H 3.308 1.196 -1.693
H 2.572 -0.242 -2.353
H 4.309 -0.308 -1.976
C -0.620 -0.692 -1.298
C -0.631 -2.221 -1.109
C -1.145 0.085 -0.142
C -0.783 -0.264 1.185
C -2.007 1.165 -0.306
C -1.256 0.467 2.248
C -2.518 1.864 0.793
C -2.147 1.529 2.087
O -2.601 2.175 3.197
H 0.351 -0.355 -1.542
H -1.226 -0.439 -2.177
H -0.076 -2.444 -0.146
H -0.066 -1.030 1.343
H -2.239 1.440 -1.337
H -0.928 0.211 3.232
H -3.148 2.724 0.627
H -1.887 2.251 3.878
H -0.154 -2.680 -1.884
H -1.657 -2.533 -0.989
*
```

---

Entry 8:
Entry from OMol25: a cluster of 2 separate species, C10H16O in total (ωB97M-V/def2-TZVPD).

Summary:
* relative energy (zero: lowest compared OMol25 entry of this formula, charge and spin): 3.188 eV
* E_HOMO: -8.02 eV
* SMILES string: Cc1ccc(O)cc1.CCC
* gap between HOMO and LUMO: 8.701 eV
* E: -12674.53693 eV

Structure (ORCA input):
```
! RIJCOSX wB97M-V def2-TZVPD def2/J DEFGRID3
* xyz 0 1
C 1.320 1.935 1.662
C -2.050 1.636 -0.050
C -1.768 1.415 -1.358
C -1.096 1.519 0.926
C 0.310 1.551 0.639
C -0.350 1.094 -1.729
C 0.565 1.291 -0.718
O -2.746 1.453 -2.262
H -3.108 1.563 0.223
H -1.664 1.538 1.867
H -0.230 0.850 -2.742
H -2.505 1.134 -3.227
H 0.702 2.391 2.499
H 2.099 2.625 1.412
H 1.585 1.164 -0.985
H 1.792 1.054 2.227
C 2.024 -3.529 1.116
C 2.004 -2.067 0.525
C 0.825 -4.412 0.732
H 2.981 -3.952 0.858
H 1.958 -3.446 2.149
H 1.276 -1.571 0.905
H 1.219 -5.433 0.472
H 2.084 -1.844 -0.582
H 2.790 -1.485 0.962
H 0.162 -4.731 1.523
H 0.117 -4.079 0.072
*
```